[1]
Computed, not measured: 15 unconnected molecules or ions with the total composition C30H90O30, with ωB97M-V/def2-TZVPD.

Structure (XYZ):
```
150
Properties=species:S:1:pos:R:3:forces:R:3:lowdin_charge:R:1
C -3.31640 2.98464 -3.31996 0.587 0.357 -0.649 -0.227
C -2.04464 2.97930 -4.16682 0.617 0.911 0.704 -0.225
O -2.23609 3.83662 -5.29822 -0.201 -0.366 -0.252 -0.068
O -4.23926 2.09142 -3.91837 -0.518 -0.159 0.771 -0.071
H -3.73053 3.98851 -3.28187 -0.050 0.414 -0.316 0.115
H -3.13847 2.74916 -2.27539 0.396 -0.547 0.187 0.107
H -1.78566 1.95768 -4.42492 -0.115 -0.189 -0.247 0.087
H -1.15793 3.38426 -3.62979 -0.617 -0.271 0.236 0.109
H -1.58508 3.62180 -5.97840 -0.129 -0.022 0.232 0.084
H -4.89928 1.92843 -3.21881 0.102 -0.199 -0.452 0.055
C 4.61838 -0.39826 -0.94333 1.282 -0.524 2.596 -0.235
C 5.55666 -1.00281 0.18440 -0.673 0.584 -1.080 -0.226
O 6.89946 -0.65645 -0.01713 0.685 -0.663 -0.187 -0.056
O 4.66109 1.00407 -0.74550 -0.178 -0.205 -1.856 -0.075
H 3.66667 -0.93022 -0.91131 -0.767 0.645 0.634 0.062
H 4.93600 -0.70186 -1.92654 0.854 0.586 -0.522 0.119
H 5.51147 -2.09744 0.19432 -0.011 0.087 0.151 0.112
H 5.25547 -0.57432 1.15373 -0.427 -0.344 -0.133 0.117
H 6.98723 0.25576 -0.28917 -0.333 0.410 -0.019 0.081
H 4.42352 1.34731 0.12984 -0.434 -0.541 0.394 0.044
C 4.32953 3.38277 2.04393 0.227 0.207 -0.557 -0.218
C 4.82634 3.02289 3.42989 -0.101 1.261 -0.206 -0.256
O 5.73652 1.95709 3.35492 -0.283 -0.600 -0.080 -0.047
O 3.62749 2.28952 1.43553 -0.180 0.354 0.925 -0.112
H 5.12554 3.69262 1.35556 0.084 -0.407 0.180 0.131
H 3.68616 4.26867 2.11095 -0.169 -0.121 0.194 0.105
H 3.89191 2.83366 3.99786 0.589 -0.260 0.225 0.122
H 5.38161 3.87865 3.87879 -0.758 -0.111 -0.237 0.133
H 5.91183 1.69831 4.25812 0.277 -0.275 0.205 0.084
H 3.01741 1.94213 2.13305 0.191 -0.072 -0.660 0.064
C 1.37657 4.35572 -1.94421 -0.336 0.413 0.245 -0.210
C 2.84341 4.20847 -1.68901 0.937 0.176 0.200 -0.222
O 3.61388 5.13351 -2.49374 -0.373 -0.701 -0.474 -0.067
O 0.90316 5.60371 -1.40015 -0.318 -0.717 -0.134 -0.069
H 0.74989 3.54288 -1.53070 0.448 0.432 0.111 0.109
H 1.24006 4.30304 -3.02138 -0.246 0.142 -0.223 0.118
H 3.11737 3.17370 -1.86669 0.321 -0.275 -0.186 0.105
H 3.15995 4.44374 -0.65866 -0.499 -0.102 -0.244 0.120
H 3.68033 4.77354 -3.40130 -0.071 0.248 0.742 0.098
H 1.06121 6.31569 -2.01489 0.228 0.207 -0.337 0.100
C -2.37316 0.70795 3.56750 0.844 -0.803 -0.219 -0.225
C -2.73859 2.07335 3.12849 -1.015 0.030 0.012 -0.225
O -2.09150 2.29784 1.87759 -0.399 0.235 -0.010 -0.072
O -0.96927 0.73208 3.74412 0.454 -0.664 0.558 -0.093
H -2.52816 -0.01969 2.77340 -0.725 -0.102 -0.206 0.111
H -2.82379 0.33107 4.49479 -0.431 0.473 -0.203 0.137
H -2.39132 2.76807 3.88458 0.130 0.356 0.106 0.121
H -3.83378 2.17945 3.02914 0.275 -0.011 0.018 0.124
H -2.11481 3.25140 1.75026 0.132 0.029 -0.330 0.085
H -0.74451 -0.21426 3.86145 0.559 0.351 0.044 0.063
C -2.94494 -0.59218 -5.41363 -0.554 0.507 1.110 -0.260
C -2.80668 0.23415 -6.63699 0.172 -0.316 -1.968 -0.186
O -1.90175 -0.37707 -7.66476 -0.776 0.686 1.782 -0.082
O -1.74659 -0.48182 -4.71648 1.991 -0.190 0.841 -0.103
H -3.12477 -1.64011 -5.62494 -0.485 -0.245 -0.292 0.122
H -3.68448 -0.14107 -4.71649 -0.326 -0.391 -0.942 0.121
H -2.37269 1.18638 -6.39584 0.077 0.506 0.376 0.093
H -3.79269 0.45364 -7.06608 0.356 -0.390 -0.338 0.129
H -1.03932 -0.31901 -7.21082 -0.376 -0.227 -0.501 0.076
H -1.88626 -0.57780 -3.75787 0.077 0.073 -0.213 0.048
C 1.76274 -1.32829 3.99465 0.545 0.419 0.244 -0.205
C 1.96862 0.18537 4.25781 0.021 -0.784 -1.074 -0.187
O 1.76935 1.01107 3.09883 -0.238 -0.526 0.481 -0.104
O 0.40595 -1.64573 3.68715 0.403 -0.224 0.115 -0.100
H 2.10325 -1.81626 4.94169 -0.564 0.007 -0.676 0.129
H 2.41443 -1.70625 3.17165 -0.247 0.414 0.520 0.127
H 3.00880 0.29454 4.52703 0.299 0.257 0.326 0.113
H 1.30122 0.49466 5.05728 0.027 0.137 0.187 0.122
H 0.81130 0.98554 2.92602 -0.002 0.296 -0.005 0.060
H 0.35440 -1.65789 2.71098 -0.228 0.140 -0.037 0.052
C -2.14045 -3.08808 -0.76523 -0.797 -0.667 -0.026 -0.204
C -2.24573 -2.42223 -2.12269 -0.722 -0.819 -0.269 -0.198
O -1.83690 -1.07711 -2.04303 0.611 -0.010 -0.357 -0.093
O -0.83255 -3.22721 -0.29939 1.744 -0.162 0.305 -0.113
H -2.61749 -4.08261 -0.66659 -0.193 0.433 -0.640 0.138
H -2.63953 -2.44000 -0.04399 -0.151 0.062 0.129 0.123
H -3.26483 -2.47763 -2.51648 -0.354 0.031 0.403 0.127
H -1.70451 -2.95491 -2.90655 0.619 0.266 0.246 0.127
H -2.43180 -0.59392 -1.44971 -0.399 0.255 0.269 0.064
H -0.16750 -3.55088 -0.98199 -1.174 0.539 0.140 0.080
C 0.15996 4.37145 2.95386 -0.571 0.366 -0.740 -0.251
C 0.56145 4.50475 1.50231 0.255 0.040 -0.030 -0.256
O 0.82120 5.89635 1.24152 0.272 -1.223 -0.064 -0.071
O 1.21544 4.67668 3.85282 -0.493 0.154 -0.384 -0.041
H -0.14005 3.36301 3.16913 -0.208 -0.544 0.063 0.084
H -0.75328 5.02664 2.97545 0.702 -0.104 0.901 0.135
H -0.22289 4.07403 0.85016 -0.015 0.419 0.154 0.114
H 1.44564 3.89443 1.30046 0.288 -0.003 0.010 0.099
H 1.18433 5.87811 0.32935 -0.427 0.469 0.308 0.049
H 1.77277 5.28153 3.35876 0.207 0.451 0.116 0.069
C 1.60885 -4.94912 -1.86586 -0.256 -0.878 0.426 -0.179
C 2.66148 -4.31622 -0.97098 0.295 0.600 -0.874 -0.205
O 3.55516 -3.58316 -1.85928 -0.500 -0.182 0.858 -0.073
O 0.65724 -3.95186 -2.35286 0.930 -1.264 0.076 -0.091
H 1.10599 -5.75053 -1.26937 -0.251 1.021 -0.317 0.123
H 2.04369 -5.54076 -2.69854 0.053 0.810 0.254 0.136
H 3.21990 -5.06184 -0.39972 -0.112 -0.106 -0.148 0.117
H 2.20680 -3.61246 -0.23958 -0.010 -0.415 -0.418 0.119
H 3.90384 -2.86584 -1.32121 0.269 0.010 -0.214 0.032
H 1.00690 -3.57462 -3.17765 -0.153 0.164 0.243 0.096
C 1.18828 -0.38088 0.36272 0.909 1.006 0.569 -0.220
C 0.64904 0.97183 0.02080 -0.459 1.342 0.626 -0.213
O -0.32799 0.89442 -0.99482 -0.010 0.075 -0.547 -0.068
O 0.20293 -1.16937 0.95922 -0.178 -0.183 1.104 -0.052
H 1.97517 -0.25137 1.11984 -0.088 -0.016 -0.305 0.117
H 1.67545 -0.75135 -0.53629 -0.290 -0.714 -0.114 0.096
H 1.42673 1.69742 -0.24262 0.295 -0.381 -0.361 0.113
H 0.12340 1.47342 0.83953 0.233 -0.422 0.584 0.106
H -0.51663 -0.04023 -1.13960 -0.300 -0.078 -0.371 0.048
H -0.32528 -1.76917 0.41630 0.254 -0.447 -0.736 0.048
C -3.84905 -3.85738 3.56328 0.421 0.667 1.078 -0.211
C -3.80578 -3.95766 5.09124 0.954 -0.520 -0.553 -0.270
O -4.81543 -3.22168 5.70247 -1.611 -0.053 -0.096 -0.056
O -3.72728 -2.47034 3.22645 -0.236 -0.378 -0.476 -0.083
H -4.76089 -4.32356 3.18634 -0.275 0.165 -0.155 0.119
H -3.00917 -4.38609 3.12882 0.127 -0.004 -0.155 0.086
H -2.92130 -3.48569 5.48957 0.756 -0.197 -0.237 0.119
H -3.84372 -5.00561 5.39815 0.129 -0.126 0.063 0.123
H -5.60569 -3.74162 5.50111 -0.324 0.520 0.381 0.098
H -4.37902 -2.00412 3.76399 0.028 -0.014 0.072 0.073
C 1.97227 0.46555 -3.27454 0.916 0.375 0.159 -0.221
C 1.62584 -1.01812 -3.27714 -0.475 -0.002 -0.327 -0.235
O 1.05899 -1.49300 -4.51295 0.353 0.218 0.877 -0.058
O 0.89717 1.38325 -3.42506 0.833 -0.417 -0.837 -0.060
H 2.68462 0.71430 -4.07365 -0.279 -0.414 -0.116 0.131
H 2.57975 0.66430 -2.35962 -0.562 0.008 -0.161 0.097
H 0.95483 -1.30191 -2.44125 0.064 0.394 -0.279 0.098
H 2.53914 -1.57853 -3.09141 0.200 -0.082 -0.211 0.101
H 0.22321 -1.01312 -4.60461 -0.293 -0.058 -0.305 0.048
H 0.45571 1.40652 -2.58607 -0.886 -0.051 0.932 0.015
C -5.63437 0.04555 -0.80635 -0.062 0.563 -0.705 -0.192
C -4.63842 0.17659 0.33348 -1.627 -0.040 0.910 -0.241
O -3.36457 0.35630 -0.19868 0.793 0.024 -0.290 -0.068
O -5.74536 1.33347 -1.44953 0.118 -0.206 -0.367 -0.081
H -6.64835 -0.30265 -0.59964 0.203 -0.081 0.775 0.124
H -5.25919 -0.66737 -1.54133 0.213 0.180 -0.229 0.116
H -4.70017 -0.69543 1.02474 0.192 0.366 -0.377 0.122
H -4.99341 1.07470 0.87514 0.467 -0.318 0.118 0.126
H -2.83230 1.00552 0.29263 -0.161 -0.091 0.087 0.082
H -6.46471 1.85422 -1.07416 0.091 -0.297 0.079 0.099
C -0.40364 -5.09307 2.89364 -0.216 0.135 1.121 -0.254
C 1.03236 -4.95264 2.41991 -0.138 -0.145 0.738 -0.246
O 1.38804 -5.87932 1.42277 -0.546 -0.753 -0.302 -0.064
O -1.29386 -5.33699 1.83182 0.023 -0.052 -0.025 -0.069
H -0.70688 -4.19842 3.46826 0.308 0.047 -0.296 0.109
H -0.48980 -5.89230 3.65480 -0.010 -0.123 -0.690 0.130
H 1.65316 -5.12688 3.28587 0.418 0.177 0.503 0.115
H 1.23046 -3.94403 2.08034 0.025 0.234 -0.438 0.097
H 0.79574 -6.65120 1.53330 0.468 0.554 -0.235 0.109
H -1.05696 -4.65931 1.18453 -0.264 0.094 -0.494 0.056
```
Forces are in eV/Å.

Gap between HOMO and LUMO (eV): 9.65
LUMO level (hartree): 0.0025
Total charge: 0
Energy relative to the best compared isomer or geometry (same formula, charge and spin) (kJ/mol): 50.61

---

[2]
Computed, not measured: 17 unconnected molecules or ions with the total composition C31H14Cl64O4, with ωB97M-V/def2-TZVPD.

Structure (XYZ):
```
113
Properties=species:S:1:pos:R:3:forces:R:3:lowdin_charge:R:1
C 5.06675 -0.45683 4.42177 -0.337 -0.192 -0.318 -0.079
C 4.04584 -0.74122 3.32880 0.133 0.439 -0.025 -0.239
O 4.59394 -1.64989 2.34392 -0.715 -0.678 0.630 -0.175
C 3.69788 -2.63627 2.01648 -0.034 0.344 -0.540 -0.240
C 3.94182 -3.93133 2.44038 0.837 -0.256 0.492 0.000
C 3.07386 -4.96926 2.18742 -0.524 -0.116 -0.339 -0.042
C 1.91667 -4.71776 1.46333 0.071 -0.245 0.112 -0.003
C 1.67476 -3.43561 1.02834 -0.568 0.308 -0.471 -0.086
C 2.54655 -2.37527 1.27178 0.133 0.151 0.028 -0.001
C 2.15042 -1.02130 0.73741 -0.173 -0.004 0.276 -0.290
O 2.92333 -0.18081 0.33966 -0.001 -0.286 0.161 0.052
C 0.67893 -0.76878 0.74898 0.375 -0.600 0.100 0.021
C -0.16005 -1.78009 0.53813 -0.614 0.276 -0.382 -0.131
C -1.66389 -1.61872 0.59486 0.280 0.311 1.504 -0.064
C -2.00633 -1.38801 2.10229 -1.153 -1.508 -0.551 -0.330
C -2.49405 -2.61365 2.83575 3.186 0.564 1.397 -0.020
O -1.11841 -1.95285 2.99002 0.211 0.255 -0.231 -0.083
C 0.40699 -3.14005 0.28076 0.361 0.135 0.165 -0.280
O -0.11622 -3.93282 -0.46485 -0.255 -0.111 0.171 0.136
H 4.82767 0.50137 4.88168 0.137 0.027 0.045 0.068
H 6.06177 -0.42985 3.98333 0.066 0.125 0.129 0.055
H 5.01480 -1.22863 5.18934 0.187 -0.035 -0.018 0.076
H 3.14683 -1.16345 3.78349 -0.031 -0.145 -0.172 0.131
H 3.74427 0.16449 2.79685 0.148 0.085 0.051 0.097
H 4.85901 -4.11174 2.99180 -0.062 0.063 0.033 0.121
H 3.24761 -5.97803 2.53793 0.246 0.085 0.094 0.101
H 1.19333 -5.49732 1.26368 0.035 0.015 -0.083 0.123
H 0.34361 0.23272 0.97458 0.100 0.099 -0.097 0.080
H -1.99522 -0.73146 0.06938 -0.102 -0.166 -0.455 0.065
H -2.18443 -2.52285 0.29671 0.066 0.103 -0.498 0.113
H -2.48143 -0.44720 2.36824 0.262 0.158 0.054 0.122
H -2.21116 -3.59805 2.47795 -0.907 -0.043 -0.555 0.111
H -2.70785 -2.57448 3.89753 -1.618 -0.009 -0.367 0.097
C -5.03272 -8.51152 1.57005 -0.038 0.007 -0.009 -2.049
Cl -6.72546 -8.90990 1.27330 0.086 -0.001 0.025 0.502
Cl -4.37246 -7.66667 0.16267 0.040 -0.033 0.029 0.501
Cl -4.91442 -7.46977 2.99356 0.017 0.030 -0.006 0.518
Cl -4.11205 -9.99227 1.84621 -0.007 0.012 0.001 0.532
C -8.65875 -8.71911 -2.30017 0.052 0.012 -0.013 -2.051
Cl -9.94165 -8.13773 -3.36547 0.003 -0.011 0.011 0.529
Cl -7.76609 -10.01518 -3.10169 -0.004 0.006 0.015 0.529
Cl -7.55922 -7.39098 -1.92234 -0.065 0.020 -0.029 0.483
Cl -9.37355 -9.33773 -0.80456 -0.086 -0.008 -0.035 0.503
C -1.86718 2.70703 -1.43080 -0.017 0.090 0.071 -2.007
Cl -3.49726 2.04473 -1.60891 0.143 0.022 0.225 0.512
Cl -1.29333 3.33067 -2.98049 -0.073 -0.119 0.031 0.509
Cl -1.86574 4.01277 -0.24359 -0.144 0.009 0.004 0.510
Cl -0.78850 1.42990 -0.86266 0.063 0.155 -0.268 0.618
C 0.52606 5.62599 2.41261 0.037 -0.024 -0.062 -2.029
Cl 1.38817 6.78580 3.42184 0.267 -0.422 -0.097 0.488
Cl 0.76910 3.98799 3.03082 -0.016 0.028 -0.022 0.532
Cl -1.20236 6.01984 2.44610 0.001 0.016 -0.003 0.486
Cl 1.12654 5.72705 0.75554 0.012 0.024 0.036 0.525
C -5.96803 1.88707 -5.38190 -0.089 -0.016 -0.165 -2.042
Cl -7.23814 3.06458 -5.73167 -0.015 -0.032 -0.014 0.531
Cl -6.63716 0.56036 -4.42113 0.079 0.118 0.151 0.514
Cl -5.35516 1.21112 -6.89899 0.004 -0.009 0.043 0.508
Cl -4.66242 2.69555 -4.51354 -0.137 -0.143 -0.181 0.487
C 6.12829 1.88618 1.06445 -0.074 -0.078 -0.172 -2.016
Cl 6.01545 2.51083 2.71885 0.029 -0.010 0.013 0.540
Cl 6.41024 0.14725 1.08698 0.312 0.434 0.008 0.574
Cl 4.60789 2.17208 0.22704 0.100 0.371 -0.021 0.570
Cl 7.45808 2.70568 0.22973 -0.036 -0.005 0.009 0.526
C 0.91017 10.66631 4.46988 0.048 0.029 0.034 -2.031
Cl 0.95425 11.52043 2.92362 0.007 -0.008 -0.009 0.518
Cl 2.54205 10.10682 4.87447 -0.114 0.018 0.056 0.505
Cl 0.33193 11.75893 5.73238 0.020 -0.017 -0.019 0.537
Cl -0.17172 9.28033 4.33929 -0.132 0.401 0.252 0.474
C 8.71442 -3.58187 0.82297 0.020 0.051 0.001 -2.033
Cl 8.88566 -4.84012 2.05445 -0.032 0.154 -0.199 0.486
Cl 7.09198 -2.89868 0.92524 0.000 -0.157 0.016 0.548
Cl 9.90964 -2.30978 1.09889 -0.022 -0.013 -0.001 0.532
Cl 8.96211 -4.28809 -0.77729 0.008 -0.003 0.019 0.533
C 0.86694 2.68200 -6.62486 -0.011 -0.037 0.022 -2.028
Cl 0.26024 4.13808 -5.82393 0.097 -0.001 0.069 0.486
Cl -0.07566 2.39506 -8.08928 -0.181 0.240 0.067 0.489
Cl 2.56545 2.91265 -7.04489 -0.026 -0.019 -0.001 0.532
Cl 0.69795 1.30476 -5.53386 0.016 -0.005 -0.030 0.525
C 7.47999 -8.68101 3.46515 -0.012 0.002 -0.041 -2.053
Cl 7.64175 -9.93869 4.69330 -0.006 0.021 -0.012 0.530
Cl 5.86990 -7.95730 3.56953 -0.003 0.005 0.005 0.515
Cl 8.69909 -7.43135 3.73584 0.040 -0.225 0.207 0.491
Cl 7.70646 -9.38456 1.86262 -0.006 0.014 0.013 0.531
C -6.76569 -3.13488 -0.84109 -0.060 -0.120 -0.061 -2.044
Cl -7.23530 -2.64197 -2.47217 0.042 0.061 0.012 0.523
Cl -5.79209 -4.60865 -0.94261 0.065 0.066 0.083 0.491
Cl -5.82617 -1.85895 -0.06343 0.007 0.022 -0.012 0.516
Cl -8.21778 -3.46473 0.10511 -0.007 0.016 0.046 0.524
C -6.64801 -1.57363 4.06716 -0.037 -0.013 -0.004 -2.051
Cl -6.85109 -1.44273 5.81627 -0.001 0.001 -0.012 0.533
Cl -6.49071 -3.27449 3.61724 0.023 -0.018 -0.027 0.513
Cl -8.05068 -0.87552 3.25303 0.028 -0.015 -0.006 0.525
Cl -5.18904 -0.70227 3.58083 -0.074 0.070 0.001 0.541
C 4.63322 10.21212 1.12980 -0.013 -0.017 -0.004 -2.053
Cl 3.70939 11.38094 0.17808 0.001 -0.001 0.003 0.516
Cl 5.34054 11.02478 2.53072 -0.008 0.001 -0.008 0.516
Cl 3.56205 8.91854 1.67331 0.010 -0.024 -0.069 0.485
Cl 5.92200 9.53063 0.13280 -0.007 0.005 0.006 0.529
C 2.49671 -1.38263 -8.65460 -0.011 -0.049 -0.141 -2.049
Cl 1.58484 -0.05195 -9.38462 0.217 -0.219 0.076 0.497
Cl 3.36343 -0.81588 -7.22823 -0.022 0.050 0.004 0.516
Cl 1.37760 -2.66879 -8.19136 0.000 0.011 0.008 0.524
Cl 3.66044 -2.00918 -9.83050 -0.017 -0.007 -0.001 0.521
C -3.02458 5.18283 -8.72781 0.021 0.002 0.022 -2.049
Cl -4.27974 6.36382 -9.11834 0.009 -0.021 0.010 0.531
Cl -3.68979 3.93251 -7.67639 0.036 0.081 -0.074 0.487
Cl -2.43316 4.43980 -10.21999 -0.002 0.012 -0.011 0.518
Cl -1.68751 5.98755 -7.90323 -0.052 0.102 -0.107 0.508
C -3.78491 8.88591 1.22016 0.033 0.031 -0.044 -2.055
Cl -5.06555 10.02456 0.79337 0.012 -0.020 0.007 0.531
Cl -4.42411 7.67713 2.34415 0.004 -0.010 0.005 0.512
Cl -3.20220 8.07560 -0.23826 -0.001 -0.011 0.016 0.517
Cl -2.45043 9.74902 1.98752 -0.094 -0.034 -0.084 0.498
```
Forces are in eV/Å.

Gap between HOMO and LUMO (eV): 8.66
LUMO level (hartree): -0.0290
Total charge: 0